ORCA calculation (ωB97M-V with the def2-TZVPD basis set) on a structure of composition C40H54As2N4O17Sr in a non-equilibrium geometry.

ORCA input file:
```
! wB97M-V def2-TZVPD RIJCOSX def2/J DEFGRID3
* xyz -2 1
Sr 0.000 1.438 2.226
O -2.503 -1.571 4.699
C -2.143 -0.773 3.824
O -1.019 -0.226 3.671
C -3.177 -0.431 2.737
N -3.074 0.918 2.168
C -3.611 1.917 3.103
C -2.584 2.653 3.961
N -1.591 3.447 3.240
C -2.133 4.609 2.527
C -2.694 4.435 1.109
N -1.776 3.880 0.139
C -2.369 3.223 -1.006
C -1.604 1.982 -1.453
N -1.591 0.851 -0.516
C -2.946 0.326 -0.282
C -3.740 0.939 0.873
C -0.761 -0.202 -1.133
C -0.136 -1.174 -0.123
O 0.712 -2.111 -0.774
O -1.054 -1.883 0.653
C -0.680 4.769 -0.232
C 0.707 4.403 0.329
O 1.674 5.043 -0.119
O 0.713 3.508 1.204
C -0.598 3.962 4.217
C 0.260 2.919 5.011
O 0.200 2.981 6.243
O 0.995 2.175 4.299
H -4.189 -0.613 3.124
H -2.984 -1.147 1.938
H -4.305 1.427 3.800
H -4.211 2.644 2.554
H -2.050 1.915 4.563
H -3.141 3.286 4.676
H -1.333 5.347 2.465
H -2.934 5.074 3.130
H -3.035 5.442 0.802
H -3.585 3.814 1.136
H -2.413 3.900 -1.875
H -3.402 2.955 -0.797
H -0.567 2.272 -1.647
H -2.036 1.658 -2.417
H -2.864 -0.745 -0.121
H -3.554 0.453 -1.194
H -4.698 0.391 0.912
H -3.996 1.966 0.640
H 0.095 0.265 -1.622
H -1.323 -0.752 -1.892
H -0.890 5.797 0.091
H -0.584 4.818 -1.320
H -1.085 4.583 4.982
H 0.120 4.560 3.656
C -2.463 -3.254 -5.138
O -1.527 -3.108 -4.085
C -2.020 -3.415 -2.834
O -3.199 -3.756 -2.712
C -1.065 -3.260 -1.822
C 0.342 -2.916 -1.887
As 1.718 -4.352 -1.832
C 1.104 -5.354 -3.411
C 0.764 -5.364 -0.429
C -0.084 -4.783 0.543
As -1.388 -3.551 -0.018
C -3.209 -3.776 0.561
C -0.112 -5.146 1.937
O 0.657 -5.866 2.536
O -1.165 -4.514 2.559
C -1.193 -4.506 3.992
C 1.141 -6.752 -0.418
O 2.121 -7.227 -0.986
O 0.267 -7.558 0.247
C 0.717 -8.885 0.447
C 2.065 -0.785 -0.180
O 0.834 -0.539 0.645
O 2.819 -1.444 0.637
C 4.225 -1.115 0.543
H -1.912 -3.059 -6.057
H -3.286 -2.544 -5.042
H -2.884 -4.259 -5.160
H 1.487 -4.870 -4.309
H 0.014 -5.382 -3.447
H 1.507 -6.362 -3.333
H -3.386 -4.839 0.701
H -3.850 -3.388 -0.225
H -3.333 -3.257 1.508
H -1.365 -3.483 4.319
H -0.255 -4.898 4.375
H -2.015 -5.139 4.329
H -0.058 -9.381 1.027
H 1.657 -8.895 1.000
H 0.867 -9.402 -0.502
H 4.732 -1.844 1.167
H 4.363 -0.104 0.914
H 4.555 -1.193 -0.492
C 6.260 4.257 -4.656
C 5.306 3.731 -3.614
C 4.259 2.891 -3.963
C 3.365 2.413 -3.010
C 2.247 1.489 -3.426
C 3.550 2.772 -1.672
C 2.625 2.207 -0.659
O 2.979 1.791 0.415
C 4.605 3.618 -1.289
C 4.794 4.048 0.139
C 5.458 4.088 -2.279
H 6.036 3.844 -5.640
H 7.292 4.002 -4.408
H 6.200 5.346 -4.726
H 4.130 2.598 -5.001
H 2.296 1.287 -4.496
H 1.268 1.930 -3.216
H 2.293 0.537 -2.892
H 1.567 2.131 -0.958
H 3.837 4.363 0.560
H 5.502 4.877 0.192
H 5.171 3.227 0.750
H 6.265 4.759 -1.997
*
```

ΔE to the lowest compared entry with this formula, charge and spin in kcal per mole: 24.1
E in Eh: -7557.030232
Lowest unoccupied orbital energy (spin up / spin down) in eV: 3.72 / 3.73
HOMO energy (spin up / spin down) in eV: -1.991 / -2.547

These are the Löwdin partial charges, in e, on atoms 1 to 99: atom 1 (Sr): 1.554, atom 2 (O): -0.022, atom 3 (C): -0.680, atom 4 (O): -0.178, atom 5 (C): -0.119, atom 6 (N): -0.143, atom 7 (C): -0.157, atom 8 (C): -0.171, atom 9 (N): -0.205, atom 10 (C): -0.165, atom 11 (C): -0.177, atom 12 (N): -0.140, atom 13 (C): -0.183, atom 14 (C): -0.168, atom 15 (N): -0.110, atom 16 (C): -0.148, atom 17 (C): -0.180, atom 18 (C): -0.066, atom 19 (C): -0.597, atom 20 (O): -0.198, atom 21 (O): -0.167, atom 22 (C): -0.099, atom 23 (C): -0.678, atom 24 (O): -0.011, atom 25 (O): -0.183, atom 26 (C): -0.130, atom 27 (C): -0.704, atom 28 (O): -0.020, atom 29 (O): -0.192, atom 30 (H): 0.121, atom 31 (H): 0.085, atom 32 (H): 0.126, atom 33 (H): 0.099, atom 34 (H): 0.120, atom 35 (H): 0.129, atom 36 (H): 0.112, atom 37 (H): 0.125, atom 38 (H): 0.120, atom 39 (H): 0.078, atom 40 (H): 0.118, atom 41 (H): 0.097, atom 42 (H): 0.100, atom 43 (H): 0.128, atom 44 (H): 0.096, atom 45 (H): 0.131, atom 46 (H): 0.129, atom 47 (H): 0.071, atom 48 (H): 0.115, atom 49 (H): 0.132, atom 50 (H): 0.122, atom 51 (H): 0.116, atom 52 (H): 0.117, atom 53 (H): 0.114, atom 54 (C): -0.095, atom 55 (O): -0.085, atom 56 (C): -0.570, atom 57 (O): -0.007, atom 58 (C): -0.316, atom 59 (C): -0.367, atom 60 (As): 1.273, atom 61 (C): -0.317, atom 62 (C): -0.322, atom 63 (C): -0.254, atom 64 (As): 1.404, atom 65 (C): -0.149, atom 66 (C): -0.528, atom 67 (O): 0.077, atom 68 (O): -0.129, atom 69 (C): -0.032, atom 70 (C): -0.565, atom 71 (O): -0.001, atom 72 (O): -0.066, atom 73 (C): -0.081, atom 74 (C): -0.013, atom 75 (O): -0.106, atom 76 (O): -0.064, atom 77 (C): -0.023, atom 78 (H): 0.082, atom 79 (H): 0.084, atom 80 (H): 0.084, atom 81 (H): 0.008, atom 82 (H): 0.018, atom 83 (H): 0.005, atom 84 (H): 0.049, atom 85 (H): 0.032, atom 86 (H): 0.033, atom 87 (H): 0.067, atom 88 (H): 0.082, atom 89 (H): 0.087, atom 90 (H): 0.084, atom 91 (H): 0.093, atom 92 (H): 0.082, atom 93 (H): 0.091, atom 94 (H): 0.077, atom 95 (H): 0.093, atom 96 (C): -0.063, atom 97 (C): -0.274, atom 98 (C): -0.020, atom 99 (C): -0.198

---

ORCA calculation (ωB97M-V with the def2-TZVPD basis set) on a structure of composition C40H54AsGeN6O2Ti in a non-equilibrium geometry.

ORCA input file:
```
! wB97M-V def2-TZVPD RIJCOSX def2/J DEFGRID3
* xyz 2 2
Ti -1.271 0.852 -0.678
N -1.886 -0.441 0.903
C -2.657 0.023 2.066
C -2.083 1.371 2.501
N -2.078 2.316 1.375
C -3.399 2.956 1.227
C -4.244 2.313 0.127
N -3.432 2.196 -1.087
C -1.055 3.355 1.564
C 0.376 2.793 1.494
N 0.445 1.647 0.567
H -2.333 -1.270 0.508
H -0.974 -0.779 1.255
H -2.591 -0.687 2.902
H -3.711 0.121 1.795
H -1.057 1.207 2.850
H -2.664 1.761 3.349
H -3.264 4.009 0.965
H -3.951 2.934 2.173
H -5.140 2.932 -0.022
H -4.575 1.310 0.405
H -3.167 3.137 -1.386
H -4.021 1.823 -1.831
H -1.176 3.871 2.528
H -1.193 4.092 0.767
H 0.711 2.487 2.492
H 1.046 3.594 1.170
H 0.702 0.818 1.112
H 1.220 1.783 -0.085
O -2.983 -1.069 -6.944
C -3.700 -1.631 -5.880
C -3.231 -1.019 -4.595
C -3.798 -1.376 -3.358
C -3.275 -0.844 -2.205
N -2.262 0.037 -2.191
C -1.760 0.458 -3.388
C -2.219 -0.082 -4.594
C -0.830 1.562 -3.314
C -0.179 2.103 -4.429
C 0.535 3.279 -4.318
C 1.232 3.866 -5.514
O 1.472 2.921 -6.516
C 0.557 3.913 -3.064
C -0.036 3.296 -1.991
N -0.688 2.119 -2.070
H -3.295 -1.429 -7.780
H -3.542 -2.720 -5.825
H -4.782 -1.459 -5.984
H -4.613 -2.081 -3.319
H -3.690 -1.120 -1.236
H -1.802 0.217 -5.540
H -0.226 1.618 -5.390
H 2.145 4.384 -5.199
H 0.567 4.617 -5.960
H 2.276 2.425 -6.330
H 1.046 4.866 -2.946
H -0.003 3.763 -1.014
C 2.733 -5.240 4.398
C 1.914 -4.364 5.092
C 1.507 -3.179 4.502
C 1.935 -2.854 3.222
C 2.736 -3.746 2.523
C 3.136 -4.933 3.109
As 1.368 -1.182 2.365
C 1.577 0.000 3.903
C 0.654 0.254 4.903
C 0.991 1.092 5.956
C 2.243 1.683 5.998
C 3.167 1.444 4.998
C 2.843 0.604 3.940
C 3.708 0.290 2.808
C 5.009 0.746 2.635
C 5.724 0.391 1.507
C 5.142 -0.397 0.529
C 3.840 -0.853 0.684
C 3.132 -0.539 1.832
H 3.066 -6.158 4.859
H 1.587 -4.597 6.095
H 0.866 -2.497 5.052
H 3.068 -3.506 1.520
H 3.764 -5.616 2.555
H -0.325 -0.218 4.879
H 0.279 1.274 6.746
H 2.506 2.328 6.822
H 4.140 1.905 5.051
H 5.476 1.366 3.384
H 6.743 0.728 1.394
H 5.706 -0.668 -0.350
H 3.388 -1.455 -0.094
C -1.030 -3.454 0.151
Ge -0.068 -2.581 -1.375
C -0.948 -3.060 -3.092
C 1.732 -3.419 -1.448
C 0.204 -0.603 -1.170
H -0.910 -4.524 0.016
H -2.101 -3.264 0.175
H -0.589 -3.206 1.117
H -0.459 -3.944 -3.487
H -0.840 -2.266 -3.825
H -2.003 -3.284 -2.974
H 1.633 -4.475 -1.689
H 2.248 -3.344 -0.498
H 2.349 -2.961 -2.217
H 0.616 -0.304 -2.144
H 1.052 -0.552 -0.474
*
```

ΔE to the lowest compared entry with this formula, charge and spin in kcal per mole: 13.5
<S²>: 0.75
E in Eh: -7197.394557
Lowest unoccupied orbital energy (spin up / spin down) in eV: -5.98 / -6.11
HOMO energy (spin up / spin down) in eV: -12.488 / -12.488

These are the Löwdin partial charges, in e, on atoms 1 to 99: atom 1 (Ti): 0.881, atom 2 (N): -0.054, atom 3 (C): -0.175, atom 4 (C): -0.162, atom 5 (N): -0.197, atom 6 (C): -0.158, atom 7 (C): -0.212, atom 8 (N): 0.005, atom 9 (C): -0.169, atom 10 (C): -0.184, atom 11 (N): -0.035, atom 12 (H): 0.060, atom 13 (H): -0.003, atom 14 (H): 0.133, atom 15 (H): 0.109, atom 16 (H): 0.097, atom 17 (H): 0.140, atom 18 (H): 0.127, atom 19 (H): 0.135, atom 20 (H): 0.131, atom 21 (H): 0.103, atom 22 (H): 0.105, atom 23 (H): 0.101, atom 24 (H): 0.144, atom 25 (H): 0.109, atom 26 (H): 0.113, atom 27 (H): 0.127, atom 28 (H): -0.010, atom 29 (H): 0.103, atom 30 (O): -0.037, atom 31 (C): -0.196, atom 32 (C): -0.154, atom 33 (C): 0.014, atom 34 (C): -0.103, atom 35 (N): -0.066, atom 36 (C): -0.184, atom 37 (C): 0.076, atom 38 (C): -0.172, atom 39 (C): 0.085, atom 40 (C): -0.136, atom 41 (C): -0.201, atom 42 (O): -0.028, atom 43 (C): 0.034, atom 44 (C): -0.078, atom 45 (N): -0.039, atom 46 (H): 0.114, atom 47 (H): 0.147, atom 48 (H): 0.146, atom 49 (H): 0.136, atom 50 (H): 0.127, atom 51 (H): 0.125, atom 52 (H): 0.129, atom 53 (H): 0.140, atom 54 (H): 0.151, atom 55 (H): 0.111, atom 56 (H): 0.131, atom 57 (H): 0.104, atom 58 (C): -0.067, atom 59 (C): -0.069, atom 60 (C): -0.105, atom 61 (C): -0.371, atom 62 (C): -0.112, atom 63 (C): -0.068, atom 64 (As): 1.375, atom 65 (C): -0.344, atom 66 (C): -0.130, atom 67 (C): -0.071, atom 68 (C): -0.057, atom 69 (C): -0.006, atom 70 (C): -0.199, atom 71 (C): -0.195, atom 72 (C): -0.008, atom 73 (C): -0.059, atom 74 (C): -0.067, atom 75 (C): -0.101, atom 76 (C): -0.318, atom 77 (H): 0.111, atom 78 (H): 0.111, atom 79 (H): 0.091, atom 80 (H): 0.078, atom 81 (H): 0.111, atom 82 (H): 0.100, atom 83 (H): 0.109, atom 84 (H): 0.113, atom 85 (H): 0.112, atom 86 (H): 0.112, atom 87 (H): 0.113, atom 88 (H): 0.109, atom 89 (H): 0.079, atom 90 (C): -0.211, atom 91 (Ge): 0.809, atom 92 (C): -0.194, atom 93 (C): -0.202, atom 94 (C): -0.369, atom 95 (H): 0.028, atom 96 (H): 0.003, atom 97 (H): -0.013, atom 98 (H): 0.027, atom 99 (H): 0.010